Density functional theory data (ωB97M-V/def2-TZVPD) for a molecular structure, C21H33KNOPSi.

```
59
Properties=species:S:1:pos:R:3:mulliken_charge:R:1
K -0.27827 0.11782 1.20297 0.9936
C -0.33444 -3.26661 1.85981 -1.0023
Si -1.81601 -3.04445 0.68129 -0.1493
C -1.42986 -4.07458 -0.84141 -1.0738
C -3.30730 -3.82751 1.50451 -1.0552
N -1.99613 -1.38362 0.39288 0.0127
C -3.01460 -0.74184 -0.23575 0.3459
C -3.99896 -1.36856 -1.04475 0.1442
C -5.03250 -0.68821 -1.66436 -0.9382
C -5.17458 0.68582 -1.52657 -0.6396
C -4.24013 1.35877 -0.74962 -0.1950
C -3.20849 0.66707 -0.15454 -0.0973
O -2.29508 1.38102 0.65940 -0.6927
C -1.73529 2.55242 0.20063 0.0897
C -1.43873 3.51668 1.15244 -0.4700
C -0.73513 4.65186 0.76975 -0.5439
C -0.34608 4.82251 -0.55096 -0.4063
C -0.66109 3.84901 -1.49057 -0.8253
C -1.34803 2.69908 -1.12694 0.1470
H -0.60726 -3.91537 2.69623 0.3632
H 0.01009 -2.33069 2.31584 0.1335
H 0.53293 -3.71763 1.37028 0.2651
H -1.23613 -5.11770 -0.57092 0.3679
H -0.54132 -3.69348 -1.35369 0.2632
H -2.24831 -4.06964 -1.56407 0.3507
H -3.13327 -4.89390 1.68020 0.3421
H -4.21079 -3.73443 0.89944 0.3396
H -3.51066 -3.35621 2.46967 0.2855
H -3.92697 -2.44042 -1.18808 0.2112
H -5.73971 -1.24733 -2.26590 0.3785
H -5.98500 1.22163 -2.00100 0.3773
H -4.30806 2.43007 -0.59898 0.4243
H -1.77428 3.36540 2.17009 0.4869
H -0.50293 5.40926 1.50744 0.4179
H 0.19834 5.70847 -0.84887 0.4173
H -0.36114 3.98220 -2.52275 0.3769
H -1.60678 1.94120 -1.85426 0.5408
C 4.17891 -2.19825 -0.47966 -1.4320
C 2.94473 -1.65102 0.22912 -0.1204
P 2.83540 0.17439 0.45848 0.2264
C 4.42199 0.54361 1.30755 -0.7079
C 4.50148 1.94190 1.91042 -1.2065
C 3.10724 0.77743 -1.25853 -0.5911
C 2.81827 2.26407 -1.44009 -1.1113
H 4.14264 -3.28575 -0.55455 0.4189
H 5.09669 -1.93854 0.04994 0.2906
H 4.26487 -1.80648 -1.49391 0.2918
H 2.84041 -2.09752 1.22293 0.4147
H 2.03724 -1.95679 -0.30350 0.1500
H 5.25880 0.37117 0.62419 0.3821
H 4.52705 -0.20280 2.10137 0.3886
H 4.45721 2.72164 1.15030 0.2618
H 5.43722 2.07548 2.45489 0.3775
H 3.68108 2.12463 2.60634 0.2934
H 2.43970 0.19316 -1.90063 0.4083
H 4.12206 0.53679 -1.58826 0.4507
H 1.80827 2.52215 -1.11777 0.1600
H 2.91535 2.55299 -2.48795 0.4030
H 3.50531 2.88963 -0.86956 0.2653
```

**Frontier orbital gap**: 6.34 eV
**Molar mass**: 413.7 Da
**Energy relative to the best compared isomer or geometry (same formula, charge and spin)**: 7.54 kcal per mole
**Lowest unoccupied orbital energy**: 0.0 eV

Density functional theory data (ωB97M-V/def2-TZVPD) for a molecular structure, C5H7O3.

```
15
Properties=species:S:1:pos:R:3:nbo_charge:R:1
H 1.74670 0.07829 0.26004 0.4261
C 1.49220 -0.78851 -0.95721 0.4035
O 2.10724 -1.72141 -1.34839 -0.4567
C 0.02154 -0.57300 -0.94319 -0.2634
C -0.37622 -0.67580 0.45608 0.0469
C -1.00811 0.56108 1.02123 -0.1515
O 0.22600 1.30758 1.13586 -0.2449
O 1.15722 0.04941 1.15678 -0.3918
C -0.75792 0.17845 -2.00673 -0.6512
H -0.29486 -1.54738 1.10530 0.2116
H -1.75918 0.96836 0.41613 0.2077
H -1.34781 0.43315 2.02892 0.1847
H -0.17071 -0.08404 -2.90814 0.2311
H -1.74006 -0.30180 -2.21340 0.2327
H -0.81965 1.27034 -1.95805 0.2150
```

**Frontier orbital gap (spin up / spin down)**: 7.50 / 6.95 eV
**Molar mass**: 115.1 Da
**Multiplicity**: 2
**⟨S²⟩**: 0.786
**Energy relative to the best compared isomer or geometry (same formula, charge and spin)**: 70.11 kcal per mole
**Lowest unoccupied orbital energy (spin up / spin down)**: -0.1 / -0.9 eV

Density functional theory data (ωB97M-V/def2-TZVPD) for 3 unconnected molecules or ions with the total composition C15H31BBrCl2INO5.

```
57
Properties=species:S:1:pos:R:3:nbo_charge:R:1
C 0.74864 -2.75477 0.80947 -0.6424
C -0.00157 -2.88875 -0.50101 -0.2159
Cl -0.85489 -4.44988 -0.50402 -0.0123
C -1.01712 -1.77175 -0.81828 -0.2159
Cl -0.89105 -1.28218 -2.54523 -0.0515
C -0.99233 -0.52813 0.00677 -0.0525
C -2.29388 0.26410 0.00831 -0.6212
B -3.55541 -0.44426 0.67580 1.1397
O -3.51293 -1.72134 1.14807 -0.8989
O -4.72336 0.22481 0.71608 -0.8584
C -1.80832 1.52118 0.85094 -0.3032
I -2.28091 1.35433 2.95361 0.1744
C -0.27823 1.57509 0.69143 -0.2754
N -0.04805 0.57529 -0.39499 -0.3600
C 1.33562 0.31023 -0.89385 -0.3339
C 2.39400 1.05533 -0.08649 0.4699
O 2.57894 2.24244 -0.22005 -0.4601
Br 3.46146 0.03703 1.16229 0.0602
H 0.10950 -2.48474 1.63630 0.2200
H 1.16172 -3.71797 1.05736 0.2588
H 1.57086 -2.05311 0.76897 0.2107
H 0.72338 -2.92837 -1.29607 0.2285
H -1.98966 -2.21682 -0.73410 0.2858
H -0.83692 -0.65432 1.06816 0.2552
H -2.56656 0.70427 -0.94983 0.2604
H -4.33251 -2.15527 0.89917 0.5144
H -4.70640 0.99833 0.15045 0.5022
H -2.21949 2.46666 0.54542 0.2409
H 0.08870 2.56291 0.46148 0.2620
H 0.28294 1.28621 1.56881 0.2416
H -0.52232 1.01458 -1.18371 0.4456
H 1.40729 0.70665 -1.89126 0.2687
H 1.56907 -0.73850 -0.95796 0.2580
C -5.11620 -0.20283 -4.53920 -0.6320
C -5.09262 -0.70845 -3.10665 0.0983
C -6.28937 -1.59586 -2.80584 -0.6315
O -5.06377 0.39920 -2.19344 -0.7576
H -6.01176 0.39723 -4.71755 0.2076
H -4.25323 0.43374 -4.73709 0.2144
H -5.10850 -1.02909 -5.24950 0.2235
H -4.16997 -1.26655 -2.93268 0.1663
H -7.22016 -1.03781 -2.93098 0.2088
H -6.25951 -1.94770 -1.77375 0.2110
H -6.31506 -2.46116 -3.46757 0.2238
H -5.86925 0.90935 -2.32783 0.4715
C 7.19855 1.70154 4.34003 -0.6292
C 7.77685 1.43644 2.95878 0.0925
C 7.66051 2.65815 2.06055 -0.6293
O 7.11721 0.32029 2.35618 -0.7161
H 6.13410 1.94481 4.26810 0.1900
H 7.28886 0.81591 4.96881 0.2205
H 7.70852 2.53045 4.83144 0.2170
H 8.82433 1.15115 3.05155 0.1821
H 6.60984 2.92996 1.91995 0.1905
H 8.07815 2.44961 1.07555 0.2195
H 8.18379 3.51479 2.48600 0.2169
H 6.18848 0.54751 2.26306 0.4459
```

**Frontier orbital gap**: 8.33 eV
**Charge**: +1
**Molar mass**: 593.9 Da
**Lowest unoccupied orbital energy**: -3.6 eV

Density functional theory data (ωB97M-V/def2-TZVPD) for a molecular structure, C55H48BrCl2F3N4O2PSbSiSr.

```
119
Properties=species:S:1:pos:R:3:mulliken_charge:R:1
Sr -0.41628 0.08160 0.54067 3.5955
Br 1.99238 -8.29040 2.14902 -0.1723
C 2.97400 -6.82919 1.48134 0.0971
C 2.39903 -6.00444 0.52266 -0.5808
C 3.10814 -4.91318 0.05130 0.0311
C 4.38453 -4.65932 0.53261 -0.0115
C 4.96883 -5.50887 1.45348 -0.3203
C 4.25548 -6.59308 1.94987 -0.4988
N 5.23328 -3.62651 -0.06490 -0.8878
N 4.80654 -2.49207 -0.29273 -0.0599
C 3.59132 -1.95880 0.31666 0.6043
C 3.21930 -2.21839 1.61117 -0.2243
C 2.17621 -1.51470 2.23144 -1.4059
C 1.48226 -0.52668 1.57738 1.5028
O 0.54872 0.15162 2.33767 -1.1667
C 1.79253 -0.32371 0.08762 -0.1365
N 1.09874 0.61814 -0.76598 -0.3716
C 1.59063 0.99656 -1.90778 -0.4937
C 2.77482 0.41798 -2.43616 -1.4882
C 3.36066 -0.59660 -1.75613 -0.8411
C 2.91148 -0.98134 -0.45192 -0.2473
H 1.40332 -6.21014 0.15393 0.4924
H 2.66903 -4.26872 -0.69933 0.5010
H 5.97600 -5.30764 1.79701 0.4371
H 4.69752 -7.25147 2.68476 0.4207
H 3.78716 -2.92668 2.19874 0.5790
H 1.96337 -1.61876 3.28537 0.7260
H 1.03547 1.76985 -2.42321 0.4757
H 3.16622 0.75929 -3.38495 0.5675
H 4.24424 -1.08487 -2.14502 0.5877
N -1.90451 -3.30724 -1.44956 -0.2792
C -3.13982 -2.94987 -2.00117 0.3576
C -4.12220 -3.92434 -2.17474 -0.5518
C -5.34545 -3.60261 -2.73173 -0.6943
C -5.61521 -2.29531 -3.11316 -0.8716
C -4.62756 -1.33498 -2.96842 -0.7549
C -3.37533 -1.64134 -2.44074 0.6738
P -2.03161 -0.39558 -2.33711 1.6433
C -2.90600 1.20835 -2.50276 -0.1251
C -3.08176 1.96064 -1.33901 -0.2898
C -3.68299 3.21102 -1.39055 -0.9981
C -4.13186 3.71328 -2.60080 -0.6821
C -3.98609 2.96222 -3.76242 -0.8786
C -3.37362 1.72057 -3.71456 -0.0040
C -1.24763 -0.62552 -3.99962 0.4671
C -1.21952 -1.86317 -4.63803 -0.5908
C -0.56776 -2.01957 -5.85471 -0.6547
C 0.07447 -0.94555 -6.45242 -0.6651
C 0.06855 0.29094 -5.82039 -0.8725
C -0.58268 0.44459 -4.60539 -0.4036
H -1.90284 -4.18321 -0.95505 0.2683
H -1.49061 -2.56454 -0.91221 -0.2557
H -3.92386 -4.93992 -1.84597 0.3868
H -6.09978 -4.37165 -2.84538 0.3685
H -6.58341 -2.02519 -3.51329 0.4036
H -4.84165 -0.31607 -3.26387 0.2379
H -2.74502 1.54014 -0.39452 0.4037
H -3.80984 3.78774 -0.48241 0.4840
H -4.60115 4.68848 -2.64177 0.4124
H -4.34977 3.34809 -4.70670 0.4388
H -3.24691 1.14837 -4.62606 0.5071
H -1.70404 -2.71634 -4.18119 0.3411
H -0.56554 -2.98872 -6.33855 0.4373
H 0.57298 -1.06875 -7.40561 0.3955
H 0.56662 1.13796 -6.27729 0.4395
H -0.58629 1.41883 -4.12641 0.6198
F 3.54145 7.90280 -0.99718 -0.3522
C 3.04715 6.73295 -0.54754 0.3240
C 3.53046 6.22064 0.64475 -0.7284
C 3.01408 5.02603 1.11781 -0.1699
C 2.00735 4.32843 0.41952 -0.1281
C 1.56662 4.89224 -0.77960 -0.5076
C 2.08037 6.08863 -1.28033 -0.5268
Sb 1.01081 2.40822 1.19182 1.3313
C 3.14493 1.82075 1.58029 0.9977
C 3.54530 1.36488 2.83486 -0.1661
C 4.88464 1.16926 3.15127 -0.6480
C 5.83165 1.41294 2.18028 0.1516
F 7.13272 1.22792 2.47372 -0.3741
C 5.48820 1.86198 0.92197 -0.7865
C 4.14640 2.08317 0.64123 -0.4141
C 0.68355 3.26884 3.20518 0.3391
C 0.58464 2.47304 4.35021 -0.1625
C 0.26294 3.01380 5.58921 -0.8545
C 0.00526 4.36471 5.67371 0.3666
F -0.33176 4.89227 6.86657 -0.3431
C 0.06298 5.19115 4.57144 -0.7303
C 0.39702 4.63364 3.34369 -0.5372
H 4.29355 6.76301 1.18774 0.4396
H 3.40257 4.62983 2.04490 0.5075
H 0.79649 4.39101 -1.35767 0.3165
H 1.73271 6.51781 -2.21057 0.4589
H 2.80436 1.16055 3.59449 0.0256
H 5.19323 0.83385 4.13302 0.4505
H 6.26112 2.04518 0.18695 0.4761
H 3.89243 2.49321 -0.32577 0.4682
H 0.73872 1.40568 4.28143 0.2100
H 0.18794 2.39654 6.47504 0.4729
H -0.16669 6.24321 4.67649 0.4659
H 0.44725 5.29018 2.48365 0.3872
Cl -1.39518 -3.23617 2.04802 0.0019
C -2.28545 -4.68675 2.48189 -0.5933
Cl -3.57246 -4.38169 3.67132 -0.1578
H -1.59035 -5.39321 2.91748 0.4226
H -2.74601 -5.08023 1.58344 0.2220
C -4.95295 1.18563 1.22097 -1.0922
Si -3.98275 -0.39274 1.46376 0.7984
C -3.41887 -0.43113 3.29395 -0.9040
C -4.99625 -1.89622 1.00082 -0.6281
O -2.60673 -0.45842 0.62979 -2.3055
H -5.83964 1.21196 1.86118 0.4640
H -5.27025 1.31892 0.18353 0.2347
H -4.32386 2.04421 1.48197 0.1871
H -3.73727 -1.30799 3.86378 0.2697
H -3.71943 0.46488 3.84990 0.3516
H -2.32865 -0.43731 3.26872 0.0371
H -5.57540 -1.71528 0.08838 0.1370
H -5.67675 -2.25137 1.77940 0.4968
H -4.28745 -2.69664 0.76816 -0.1273
```

**Frontier orbital gap**: 6.70 eV
**Molar mass**: 1273.3 Da
**Energy relative to the best compared isomer or geometry (same formula, charge and spin)**: 157.34 kcal per mole
**Lowest unoccupied orbital energy**: -1.4 eV

Density functional theory data (ωB97M-V/def2-TZVPD) for a molecular structure, C23H29Cl2N2PtS5.

```
62
Properties=species:S:1:pos:R:3:nbo_charge:R:1
Pt 0.54817 -0.27648 -0.17076 0.8204
C 1.87246 -5.62394 4.31549 -0.6164
C 1.56375 -5.77151 2.82448 -0.1076
C 0.28373 -6.61384 2.67367 -0.5963
C 2.74629 -6.47776 2.13700 -0.5946
C 1.34827 -4.43391 2.14650 0.1610
C 1.50323 -3.21285 2.80778 -0.2295
C 1.26895 -2.03216 2.13421 0.0696
N 0.90603 -2.01360 0.84808 -0.4777
C 0.76479 -3.17075 0.17071 0.2333
C 0.98128 -4.37568 0.79440 -0.2223
C 0.38142 -2.99111 -1.23058 0.1625
C 0.17981 -4.01025 -2.13856 -0.2210
C -0.22867 -3.73632 -3.44516 0.1588
C -0.42860 -2.38870 -3.77494 -0.1686
C -0.21207 -1.40787 -2.83784 0.0309
N 0.19346 -1.70817 -1.59519 -0.4335
C -0.46557 -4.82072 -4.47777 -0.1087
C -1.93634 -4.75695 -4.92496 -0.5969
C 0.46704 -4.55966 -5.67416 -0.5961
C -0.17620 -6.21835 -3.92646 -0.6167
H 1.97349 -6.61374 4.75807 0.2495
H 1.06362 -5.11861 4.84684 0.2191
H 2.81468 -5.09998 4.48790 0.2164
H 0.43716 -7.58450 3.14323 0.2471
H 0.02201 -6.78762 1.62863 0.2019
H -0.56335 -6.13092 3.16356 0.2228
H 2.91803 -7.43821 2.62147 0.2477
H 3.66086 -5.88806 2.22164 0.2175
H 2.55297 -6.66467 1.07897 0.2039
H 1.79444 -3.16929 3.84624 0.2692
H 1.36213 -1.07586 2.63531 0.2312
H 0.86845 -5.29264 0.23432 0.2531
H 0.32949 -5.03298 -1.82911 0.2571
H -0.75710 -2.09706 -4.76224 0.2520
H -0.36967 -0.36323 -3.06654 0.2243
H -2.19030 -3.78857 -5.35839 0.2100
H -2.61218 -4.93966 -4.08761 0.2210
H -2.11982 -5.52062 -5.67963 0.2472
H 0.26378 -3.59680 -6.14534 0.2083
H 0.31959 -5.33406 -6.42570 0.2478
H 1.51490 -4.57761 -5.36836 0.2152
H -0.83895 -6.46837 -3.09476 0.2142
H 0.86593 -6.32208 -3.61498 0.2118
H -0.35286 -6.95692 -4.70657 0.2523
Cl -1.21568 1.31761 0.65456 -0.0276
C -2.55026 0.46737 1.54979 -0.3789
Cl -2.55622 0.92615 3.22691 0.0846
H -2.38155 -0.59856 1.45602 0.2298
H -3.47405 0.77590 1.07235 0.2599
C 2.03150 3.90900 -3.49321 -0.7710
S 3.76761 3.48113 -3.33482 0.7229
C 3.94529 2.21723 -2.25631 -0.3782
C 2.96444 1.44060 -1.47856 -0.3977
S 1.31494 1.59257 -1.53736 0.1779
S 3.64135 0.28397 -0.41666 0.6000
C 5.32560 0.47703 -0.88640 -0.6601
S 6.50138 -0.41039 -0.28424 0.4309
S 5.58156 1.75547 -2.05425 0.6831
H 2.01967 4.70218 -4.24150 0.2984
H 1.63938 4.29057 -2.55265 0.2719
H 1.46039 3.05956 -3.85888 0.2626
```

**Frontier orbital gap**: 5.46 eV
**Charge**: +3
**Molar mass**: 759.8 Da
**Energy relative to the best compared isomer or geometry (same formula, charge and spin)**: 31.10 kcal per mole
**Lowest unoccupied orbital energy**: -12.1 eV

| no. | total energy (eV) |
| --- | --- |
| 1 | -59343.2427 |
| 2 | -11431.7071 |
| 3 | -131645.8143 |
| 4 | -195647.0005 |
| 5 | -109742.4998 |